A cluster of 5 separate species, C41H94F3N2O5P2S in total at a distorted geometry, computed with ωB97M-V/def2-TZVPD.

The geometry in XYZ format:
```
148
Properties=species:S:1:pos:R:3:forces:R:3
C -2.592 -4.795 -2.359 -0.118 -0.697 1.143
C -2.611 -3.681 -1.353 0.522 0.370 -0.993
O -2.931 -2.572 -1.606 -0.479 0.480 0.222
N -2.004 -3.911 0.007 -0.089 -0.554 -0.429
H -1.286 -4.631 -0.097 -0.355 -0.369 0.518
H -1.448 -3.068 0.258 -0.115 0.153 0.126
C -3.081 -4.166 1.055 0.732 0.280 -0.231
H -2.794 -4.417 -3.354 0.178 0.114 0.007
H -3.351 -5.546 -2.118 -0.107 0.087 0.024
H -1.652 -5.342 -2.256 0.090 0.054 -0.388
H -3.784 -4.909 0.693 -0.045 0.056 -0.077
H -3.511 -3.177 1.185 -0.341 -0.168 0.189
H -2.604 -4.506 1.968 0.020 0.056 -0.010
C 3.637 -2.967 -2.045 1.080 -1.756 -0.018
N 2.339 -3.058 -2.774 0.744 2.589 -0.002
C 1.584 -1.778 -2.527 -1.326 -0.589 1.416
C 2.677 -2.968 -4.259 -0.019 -1.422 0.487
C 1.486 -4.217 -2.293 -0.418 0.446 -0.890
C 1.672 -5.456 -3.113 -0.055 -1.321 -0.754
O 2.929 -6.056 -2.890 0.273 0.513 0.414
H 4.224 -2.090 -2.303 -0.486 0.321 0.086
H 4.241 -3.820 -2.369 -0.097 0.031 -0.123
H 3.543 -3.160 -0.978 -0.471 0.603 0.083
H 0.729 -1.790 -3.200 0.202 0.412 -0.253
H 2.177 -0.869 -2.543 0.291 -0.217 -0.547
H 1.145 -1.841 -1.523 0.226 0.013 0.036
H 1.768 -2.931 -4.851 -0.046 -0.143 0.044
H 3.261 -3.867 -4.446 0.018 0.174 -0.513
H 3.274 -2.084 -4.460 -0.008 0.069 0.324
H 0.469 -3.836 -2.411 -0.115 -0.281 -0.167
H 1.613 -4.380 -1.223 0.540 0.150 -0.056
H 1.553 -5.296 -4.191 -0.243 0.392 0.216
H 0.889 -6.193 -2.872 0.014 0.315 0.238
H 3.346 -6.282 -3.726 -0.013 -0.235 -0.022
C 3.085 -4.320 2.821 -0.537 0.309 -0.883
C 4.166 -3.446 2.182 0.381 -0.291 0.104
C 3.857 -1.955 2.261 -0.255 -0.291 0.028
C 4.908 -1.076 1.536 -1.788 0.201 0.961
P 4.363 0.637 1.593 -0.118 0.705 -0.360
C 5.847 1.649 1.405 0.452 1.101 0.052
C 6.796 1.378 0.218 -0.251 -1.581 -0.396
C 7.167 2.574 -0.629 0.289 0.683 -0.641
C 5.963 3.299 -1.248 0.281 -0.588 0.396
C 3.476 1.066 3.098 -0.315 -0.408 1.095
C 3.467 2.554 3.473 0.113 0.432 -0.637
C 2.845 2.925 4.802 -0.025 0.284 0.949
C 3.668 2.517 6.039 -0.527 -0.947 -0.725
C 3.284 0.894 0.128 1.082 0.030 0.517
C 2.558 2.247 0.021 -0.495 -0.606 -0.778
C 2.145 2.479 -1.441 -0.443 -0.566 -0.384
C 1.304 3.717 -1.705 -0.149 0.427 -0.017
H 3.181 -5.400 2.710 0.808 0.053 0.307
H 2.184 -4.158 2.213 -0.289 0.395 0.505
H 2.921 -4.045 3.860 -0.184 -0.134 0.015
H 4.273 -3.748 1.135 0.211 0.016 -0.039
H 5.136 -3.569 2.671 0.028 -0.347 -0.137
H 3.802 -1.698 3.321 0.145 0.136 -0.004
H 2.843 -1.772 1.885 0.060 0.104 -0.209
H 4.864 -1.270 0.464 0.872 -0.433 0.018
H 5.858 -1.095 2.067 0.340 -0.397 -0.586
H 6.453 1.644 2.315 -0.390 -0.142 0.260
H 5.491 2.679 1.307 -0.077 -0.004 0.170
H 6.316 0.610 -0.411 -0.072 0.330 -0.370
H 7.674 0.811 0.534 0.093 0.385 0.345
H 7.815 2.313 -1.474 -0.304 -0.771 0.003
H 7.879 3.267 -0.168 -0.589 0.096 0.762
H 5.366 2.574 -1.811 0.252 0.113 -0.444
H 6.385 4.076 -1.881 -0.585 0.168 -0.149
H 5.239 3.692 -0.532 0.346 0.449 0.131
H 3.835 0.438 3.922 0.568 0.229 -0.064
H 2.449 0.686 3.038 -0.058 0.159 -0.554
H 2.918 3.075 2.682 0.051 0.092 0.028
H 4.475 2.980 3.471 0.078 -0.206 -0.102
H 1.805 2.597 4.881 0.083 -0.259 -0.056
H 2.799 4.015 4.863 -0.144 0.029 -0.341
H 4.583 3.103 6.074 -0.007 0.011 0.338
H 3.926 1.454 5.991 0.225 0.048 -0.042
H 3.062 2.582 6.940 0.213 0.488 0.108
H 2.622 0.026 0.096 -0.275 0.164 0.059
H 4.022 0.764 -0.675 -0.147 0.164 -0.224
H 3.160 3.076 0.388 -0.002 0.021 0.089
H 1.615 2.168 0.565 0.201 0.196 0.473
H 1.510 1.637 -1.752 0.157 -0.257 0.205
H 3.015 2.426 -2.100 0.049 0.241 0.024
H 0.538 3.861 -0.938 0.326 0.116 0.305
H 0.701 3.662 -2.614 0.382 -0.263 -0.237
H 1.928 4.604 -1.806 -0.163 0.128 0.256
C -7.421 0.543 3.531 1.151 0.094 0.019
C -6.228 0.048 2.686 -0.688 0.054 -0.263
C -5.672 1.108 1.713 -0.629 0.559 0.325
C -4.711 0.450 0.721 -0.497 0.429 -0.285
P -4.167 1.548 -0.632 1.356 -1.019 0.777
C -3.155 2.816 0.184 -0.264 0.158 -0.301
C -2.158 2.407 1.272 0.521 -0.653 -0.045
C -1.523 3.582 2.009 -0.762 0.054 -0.477
C -0.735 3.108 3.225 -0.236 0.621 0.359
C -3.250 0.548 -1.855 -0.615 -0.039 1.348
C -2.512 1.326 -2.936 1.244 0.419 0.085
C -1.420 0.467 -3.597 -1.506 -1.062 -0.466
C -0.603 1.117 -4.706 -0.417 0.033 -0.102
C -5.570 2.304 -1.362 -1.315 0.140 -0.278
C -6.663 1.352 -1.891 -0.191 -0.343 0.071
C -7.788 2.097 -2.613 0.472 0.675 -0.235
C -7.473 2.316 -4.082 0.016 -0.056 -0.587
H -7.584 -0.073 4.414 -0.020 -0.212 -0.143
H -8.343 0.585 2.959 -0.007 0.310 -0.010
H -7.091 1.511 3.916 -0.635 0.235 -0.012
H -6.543 -0.808 2.083 0.084 -0.164 0.105
H -5.436 -0.279 3.361 0.141 -0.047 -0.113
H -5.216 1.918 2.293 0.533 -0.271 0.034
H -6.460 1.683 1.214 -0.356 -0.589 -0.114
H -5.223 -0.345 0.169 -0.006 -0.270 0.356
H -3.919 0.050 1.353 0.488 -0.168 -0.734
H -3.982 3.404 0.602 0.303 0.318 0.215
H -2.681 3.437 -0.581 -0.039 0.069 0.011
H -1.318 1.827 0.875 -0.287 -0.209 -0.313
H -2.625 1.757 2.017 -0.160 0.020 -0.073
H -2.377 4.209 2.287 0.382 0.325 0.360
H -0.932 4.164 1.298 0.143 0.006 0.117
H -0.047 3.873 3.590 0.062 0.030 -0.172
H -0.168 2.191 3.059 -0.067 -0.055 -0.166
H -1.435 2.964 4.050 0.080 -0.347 0.009
H -3.921 -0.206 -2.278 -0.311 0.355 -0.223
H -2.731 -0.087 -1.125 1.073 0.283 -0.500
H -1.980 2.235 -2.628 -0.418 0.009 0.675
H -3.250 1.676 -3.660 0.112 -0.163 -0.238
H -2.053 -0.332 -4.013 0.583 -0.321 -0.269
H -0.806 -0.049 -2.854 0.056 0.443 0.297
H 0.368 0.636 -4.819 0.136 0.189 0.095
H -0.496 2.190 -4.540 0.315 -0.046 0.051
H -1.102 1.004 -5.669 -0.056 0.085 0.031
H -5.247 2.970 -2.166 0.030 0.217 0.180
H -6.055 2.853 -0.549 0.194 0.508 -0.255
H -7.104 0.808 -1.051 0.191 -0.068 0.061
H -6.272 0.611 -2.595 0.191 -0.057 0.132
H -7.939 3.084 -2.166 -0.159 -0.180 0.302
H -8.717 1.535 -2.540 -0.021 0.050 0.126
H -7.547 1.361 -4.607 -0.084 0.131 -0.174
H -6.482 2.719 -4.319 0.140 -0.058 0.454
H -8.150 3.040 -4.536 -0.215 -0.248 -0.011
C -0.770 -1.489 3.215 0.791 0.501 -1.095
F 0.390 -1.569 3.848 0.224 -0.238 0.414
F -1.464 -2.601 3.397 -0.208 -0.428 -0.060
F -1.455 -0.469 3.695 -0.276 0.271 0.057
S -0.364 -1.189 1.397 0.406 0.056 0.604
O 0.220 -2.455 0.909 -0.169 0.140 0.080
O -1.653 -0.947 0.781 -0.380 -0.037 -0.137
O 0.564 -0.078 1.436 -0.306 -0.379 -0.121
```
Forces are in eV/Å.

Values from the calculation:
Multiplicity ... 1
LUMO level ... -0.2499 hartree
Total charge ... +3
DFT total energy ... -94803.2554 eV
F_max ... 2.69 eV Å⁻¹
Highest occupied orbital energy ... -0.622 Ha